A molecular structure, C8H22BFN5O13Tl at a distorted geometry. Source: OMol25; level of theory: ωB97M-V with the def2-TZVPD basis set.

Properties
- relative energy (zero: lowest compared OMol25 entry of this formula, charge and spin) (kcal/mol) = 113.2
- orbital gap (eV) = 1.52
- calculated total energy (Ha) = -1865.55790
- total charge = +2

Each line ends with the natural charge from an NBO analysis.
Atoms and positions in Å:
Tl1 1.6568 -0.2407 -5.4158  0.998
B1 -0.6415 0.4574 -1.0529  -0.469
H1 -0.5708 -0.6053 -1.2261  0.326
H2 -1.1298 0.8772 -1.9186  0.011
H3 -1.2014 0.4509 -0.1306  0.163
H4 0.3789 0.7901 -0.9416  -0.009
C1 2.4680 -2.8676 3.4897  -0.131
C2 3.8335 -3.2819 3.9191  0.431
O1 3.6262 -3.7572 5.2067  -0.475
C3 2.4120 -3.3762 5.7255  0.970
O2 2.0064 -3.5700 6.8626  -0.459
O3 1.6993 -2.7688 4.7500  -0.461
F1 4.5634 -2.2194 3.9919  -0.322
H5 2.0266 -3.6886 2.9248  0.202
H6 2.3717 -1.9689 2.8805  0.219
H7 4.3894 -3.9591 3.2706  0.182
C4 -0.6669 -8.0551 -3.4618  -0.485
N1 0.4404 -7.1413 -3.2212  0.527
O4 0.4765 -6.1296 -3.8741  -0.356
O5 1.3865 -7.5914 -2.5555  -0.332
H8 -0.4322 -9.1173 -3.3922  0.258
H9 -1.0360 -7.7909 -4.4528  0.246
H10 -1.2465 -7.7846 -2.5791  0.243
C5 -5.6471 -1.4045 -2.4785  -0.494
N2 -4.7142 -2.4134 -3.0401  0.510
O6 -4.8306 -3.5957 -2.6686  -0.292
O7 -3.9812 -2.0602 -4.0008  -0.340
H11 -6.0821 -0.9070 -3.3454  0.254
H12 -5.2375 -0.5800 -1.8951  0.246
H13 -6.3940 -1.9671 -1.9184  0.256
C6 5.2667 3.4360 0.6073  -0.486
N3 5.2081 4.1603 -0.6913  0.517
O8 4.3579 3.9101 -1.5321  -0.341
O9 5.9682 5.0799 -0.9666  -0.282
H14 4.5695 2.6271 0.3887  0.233
H15 5.0387 4.1498 1.3989  0.258
H16 6.2309 2.9700 0.8103  0.261
C7 0.0090 4.5140 3.5721  -0.501
N4 -1.2410 4.4255 4.3819  0.516
O10 -2.1910 5.1272 4.1194  -0.266
O11 -1.3029 3.6484 5.3604  -0.278
H17 0.7731 3.9595 4.1168  0.249
H18 0.4015 5.5189 3.4166  0.258
H19 -0.0755 4.0764 2.5773  0.238
C8 -3.1564 5.7388 -1.7925  -0.485
N5 -3.4155 5.3097 -3.2181  0.525
O12 -2.4887 5.1478 -4.0395  -0.312
O13 -4.5364 5.1096 -3.5796  -0.267
H20 -3.7010 4.9546 -1.2667  0.242
H21 -3.5177 6.7573 -1.6505  0.266
H22 -2.1209 5.6454 -1.4653  0.239

A molecular structure, C8H22ClN2O2Pd2 at a distorted geometry. Source: OMol25; level of theory: ωB97M-V with the def2-TZVPD basis set.

Properties
- relative energy (zero: lowest compared OMol25 entry of this formula, charge and spin) (kcal/mol) = 56.2
- orbital gap (alpha / beta) (eV) = 8.70 / 5.36
- calculated total energy (Ha) = -1292.64355
- <S²> = 6.0132
- total charge = +3
- 2S+1 = 5

Each line ends with the natural charge from an NBO analysis.
Atoms and positions in Å:
Pd1 1.9654 1.4536 -4.6544  0.904
Pd2 -2.0155 -0.8136 -4.2978  0.893
Cl1 -0.1946 0.7227 -3.3989  -0.783
C1 0.7122 -4.5799 0.0940  -0.642
C2 0.7949 -3.0717 0.0628  -0.044
C3 2.1827 -2.4883 0.5559  -0.069
O1 2.4009 -2.7903 1.8889  -0.243
C4 1.5953 -2.0656 2.8016  -0.291
N1 0.4541 -2.6232 -1.2518  -0.617
H1 1.3532 -5.0065 -0.6819  0.233
H2 -0.3002 -4.9186 -0.1288  0.261
H3 0.9378 -5.0238 1.0630  0.260
H4 0.0366 -2.6690 0.7513  0.236
H5 2.2710 -1.4178 0.3538  0.208
H6 3.0039 -2.9592 0.0113  0.246
H7 1.5922 -1.0057 2.5478  0.203
H8 1.9821 -2.2698 3.7981  0.265
H9 0.5679 -2.4598 2.8025  0.228
H10 1.0377 -3.0820 -1.9517  0.389
H11 0.5570 -1.6190 -1.3896  0.374
C5 -1.5991 1.0441 1.0151  -0.623
C6 -1.1975 2.1726 0.0680  -0.064
C7 -1.2129 3.4894 0.8898  -0.141
O2 -0.9756 4.6986 0.2032  -0.023
C8 -1.6794 4.8985 -1.0014  -0.331
N2 0.1984 1.9340 -0.3402  -0.829
H12 -2.4486 1.3307 1.6370  0.240
H13 -0.7989 0.7222 1.6797  0.233
H14 -1.8448 0.1531 0.4331  0.226
H15 -1.8845 2.1823 -0.7836  0.202
H16 -0.5449 3.4663 1.7517  0.265
H17 -2.2030 3.5697 1.3779  0.309
H18 -1.4708 5.9274 -1.2988  0.266
H19 -2.7622 4.7957 -0.8769  0.271
H20 -1.2943 4.2573 -1.8050  0.259
H21 0.2023 1.2777 -1.1368  0.374
H22 0.5814 2.7681 -0.7892  0.354